# 1
The following is a DFT calculation (wB97M-V/def2-TZVPD) of a gas-phase ion, C6H12 (charge -1).

Positions of all 18 atoms, in Å:
C -0.912023 -1.684052 -1.400730
C -0.858767 -0.598436 -0.336366
C 0.441128 0.164642 -0.349927
C 1.635869 -0.376729 -0.643849
C 0.423009 1.466798 0.403670
C -0.130361 1.300432 1.833930
H -0.208346 -2.484283 -1.155903
H -1.879714 -2.184418 -1.441749
H -0.618801 -1.304813 -2.377390
H -0.967773 -1.077521 0.651633
H -1.674937 0.107159 -0.482133
H 1.824752 -1.256134 -1.235990
H 2.510611 0.199079 -0.349062
H 1.430100 1.870293 0.458705
H -0.181059 2.219466 -0.117972
H -0.004351 2.173926 2.470374
H -1.186206 1.028208 1.789010
H 0.356866 0.436386 2.283748

Atomic forces in eV per Å
C 0.13 -0.41 0.26
C 0.31 0.07 -0.86
C 0.31 -0.66 0.63
C -0.01 0.77 -0.14
C -0.32 0.48 0.53
C -0.12 -0.53 -0.50
H 0.13 0.04 0.04
H -0.17 0.16 -0.11
H -0.14 0.09 -0.17
H -0.11 0.13 0.04
H -0.19 0.01 0.20
H -0.27 -0.29 0.20
H 0.11 -0.09 -0.25
H 0.22 0.04 -0.08
H 0.01 -0.11 -0.07
H 0.05 0.10 -0.06
H -0.11 0.16 0.07
H 0.17 0.05 0.27

Total charge   -1
Kohn-Sham gap (spin up / spin down)   2.81 / 9.41 eV
Highest occupied orbital energy (spin up / spin down)   1.4475 / -5.2535 eV
Multiplicity   2
F_max   0.97 eV Å⁻¹
LUMO level (spin up / spin down)   0.1566 / 0.1527 Ha

Mulliken atomic charges, in units of e: C -1.23; C -1.31; C 0.38; C -1.27; C -1.40; C -1.64; H 0.05; H 1.05; H 0.39; H 0.15; H 0.46; H 0.58; H 0.54; H 0.35; H 0.45; H 0.56; H 0.41; H 0.47

=====

# 2
The following is a DFT calculation (wB97M-V/def2-TZVPD) of C6H12 in the gas phase.

Positions of all 18 atoms, in Å:
C 0.404360 -2.582769 0.596959
C 0.757695 -1.117327 0.504024
C -0.033724 -0.139453 0.030345
C -0.993018 -0.245561 -1.139334
C 0.047062 1.227029 0.694801
C 0.272774 2.379003 -0.310157
H -0.147092 -2.802180 -0.330430
H -0.414249 -2.777376 1.288256
H 1.269676 -3.228915 0.680030
H 1.637469 -0.795820 1.059162
H -1.478121 -1.196482 -1.010848
H -1.731710 0.551721 -0.985624
H -0.580896 0.033157 -2.101904
H -0.921183 1.367885 1.174968
H 0.860128 1.191559 1.399137
H 0.895948 2.160030 -1.174089
H -0.680954 2.820911 -0.594567
H 0.835833 3.154589 0.219272

Atomic forces in eV per Å
C -0.66 0.56 -2.25
C -0.56 0.02 0.87
C 0.97 0.47 -0.24
C -0.66 0.88 2.00
C 0.56 -0.40 -2.13
C 0.13 0.63 1.02
H 0.53 -0.48 -0.16
H 0.59 0.07 0.83
H -0.14 -0.23 0.24
H -0.36 -0.01 0.57
H -0.37 -0.43 -1.00
H -0.33 -0.34 0.00
H 0.46 -0.70 -0.16
H 0.12 0.10 0.38
H 0.06 0.10 0.58
H -0.23 -0.44 -0.12
H 0.11 0.01 -0.37
H -0.22 0.18 -0.07

Kohn-Sham gap   9.38 eV
Highest occupied orbital energy   -8.2822 eV
F_max   2.41 eV Å⁻¹
Structure (SMILES)   C/C=C(\C)CC
LUMO level   0.0404 Ha

Mulliken atomic charges, in units of e: C -1.15; C -0.31; C 0.54; C -1.17; C -0.66; C -1.15; H 0.31; H 0.29; H 0.34; H 0.29; H 0.45; H 0.31; H 0.25; H 0.31; H 0.38; H 0.35; H 0.29; H 0.36

=====

# 3
The following is a DFT calculation (wB97M-V/def2-TZVPD) of 2 unconnected molecules or ions with the total composition C6H12.

Positions of all 18 atoms, in Å:
C 0.926831 -1.460266 -0.368614
C 1.579732 -0.083530 -0.319088
C 0.943713 0.811173 0.753707
C -0.458855 1.264767 0.441677
C -1.545903 0.895771 1.113086
C -2.103206 -0.765181 -1.003629
H -0.151950 -1.369464 -0.482345
H 1.087921 -2.011157 0.563122
H 1.313897 -2.060566 -1.200805
H 2.651094 -0.185257 -0.110655
H 1.492347 0.415804 -1.294808
H 1.558800 1.709367 0.882177
H 0.943162 0.275181 1.711295
H -0.563614 1.980833 -0.376994
H -1.495111 0.199484 1.946391
H -2.533482 1.289668 0.886400
H -2.218675 0.278202 -1.355581
H -1.426701 -1.184829 -1.785338

Atomic forces in eV per Å
C 0.27 -0.01 -0.02
C -0.08 0.05 -0.07
C -0.07 0.09 0.13
C 0.23 0.00 -0.16
C -0.18 -0.13 0.11
C -0.27 0.14 -0.36
H 0.12 -0.12 0.09
H 0.08 0.05 -0.08
H -0.11 0.08 0.17
H -0.14 0.04 -0.03
H 0.03 -0.12 0.13
H 0.00 -0.09 0.03
H 0.01 0.09 -0.09
H 0.04 -0.12 0.10
H 0.07 0.07 -0.09
H 0.22 -0.08 -0.04
H -0.15 -0.09 -0.01
H -0.07 0.14 0.19

Kohn-Sham gap (spin up / spin down)   8.53 / 8.54 eV
Highest occupied orbital energy (spin up / spin down)   -9.0523 / -9.0545 eV
F_max   0.47 eV Å⁻¹
LUMO level (spin up / spin down)   -0.0190 / -0.0191 Ha

Mulliken atomic charges, in units of e: C -0.76; C -0.40; C -0.55; C -0.18; C -0.71; C -0.40; H -0.01; H 0.31; H 0.32; H 0.31; H 0.31; H 0.30; H 0.29; H 0.31; H 0.22; H 0.33; H 0.17; H 0.16

=====

# 4
The following is a DFT calculation (wB97M-V/def2-TZVPD) of C6H12 in the gas phase.

Positions of all 18 atoms, in Å:
C -1.681444 0.732385 0.837411
C -0.704795 0.137032 -0.182092
C -1.082155 -1.320280 -0.469343
C 0.725771 0.293179 0.343957
C 1.895184 -0.491538 -0.185980
C 1.801674 0.984147 -0.451535
H -1.379165 1.737541 1.151202
H -2.698742 0.793752 0.436255
H -1.715695 0.101152 1.734700
H -0.796612 0.705650 -1.118900
H -0.526638 -1.733451 -1.318331
H -0.872533 -1.950060 0.403333
H -2.151124 -1.407573 -0.699120
H 0.767717 0.483480 1.415891
H 2.636763 -0.837278 0.530390
H 1.735701 -1.169118 -1.021372
H 1.556021 1.288940 -1.466808
H 2.490072 1.652032 0.060344

Atomic forces in eV per Å
C -0.04 0.04 0.05
C 0.04 -0.01 -0.04
C 0.00 -0.05 -0.01
C -0.05 0.00 0.08
C 0.06 -0.16 -0.02
C 0.04 0.17 -0.05
H -0.02 -0.11 -0.09
H 0.14 -0.04 0.02
H 0.02 0.09 -0.11
H 0.03 -0.08 0.14
H -0.05 0.08 0.14
H -0.04 0.09 -0.09
H 0.16 0.03 0.02
H 0.00 -0.07 -0.14
H -0.14 0.06 -0.15
H -0.01 0.15 0.14
H -0.01 -0.05 0.19
H -0.13 -0.13 -0.08

Kohn-Sham gap   11.40 eV
Highest occupied orbital energy   -10.1410 eV
F_max   0.22 eV Å⁻¹
Structure (SMILES)   CC(C)C1CC1
LUMO level   0.0462 Ha

Mulliken atomic charges, in units of e: C -1.64; C 0.71; C -1.45; C -0.19; C -0.59; C -0.67; H 0.40; H 0.42; H 0.35; H 0.19; H 0.35; H 0.31; H 0.43; H 0.41; H 0.24; H 0.22; H 0.25; H 0.26

=====

# 5
The following is a DFT calculation (wB97M-V/def2-TZVPD) of 2 unconnected molecules or ions with the total composition C6H12.

Positions of all 18 atoms, in Å:
C -1.353935 -0.138961 -1.586001
C -0.207812 -0.756814 -0.858941
C -0.106520 -0.787369 0.447958
C -0.818468 -0.603562 1.695408
C 0.435504 -1.489903 1.594329
H -2.018810 -0.957348 -1.884584
H -1.927561 0.550122 -0.956683
H -1.034255 0.382223 -2.491850
H 0.545699 -1.289953 -1.429045
H -0.739190 0.330517 2.240755
H -1.803378 -1.056757 1.744337
H 0.307895 -2.566302 1.577359
H 1.358746 -1.179596 2.074910
C 1.491305 1.881211 -0.450963
H 2.565141 2.008386 -0.603956
H 0.978638 2.306586 -1.316168
H 1.226338 2.486332 0.411336
H 1.100664 0.881189 -0.208200

Atomic forces in eV per Å
C -0.10 0.03 -0.14
C -0.11 -0.42 0.10
C -0.26 -0.42 -0.45
C -0.32 0.17 0.26
C 0.24 -0.34 0.17
H -0.08 0.19 -0.15
H 0.17 -0.13 -0.07
H -0.06 0.00 0.07
H 0.01 0.08 -0.17
H 0.14 -0.03 -0.01
H 0.10 -0.11 0.24
H -0.06 0.00 0.16
H -0.19 0.23 0.02
C -0.24 0.45 0.35
H -0.09 -0.52 0.04
H -0.07 -0.18 0.02
H -0.03 0.35 0.11
H 0.94 0.67 -0.56

Kohn-Sham gap   10.09 eV
Highest occupied orbital energy   -8.9710 eV
F_max   1.28 eV Å⁻¹
Structure (SMILES)   CC=C1CC1.C
LUMO level   0.0412 Ha

Mulliken atomic charges, in units of e: C -1.21; C -0.13; C 0.28; C -0.57; C -0.60; H 0.36; H 0.31; H 0.34; H 0.38; H 0.22; H 0.21; H 0.21; H 0.23; C -0.72; H 0.30; H 0.22; H 0.27; H -0.10

=====

# 6
The following is a DFT calculation (wB97M-V/def2-TZVPD) of 2 unconnected molecules or ions with the total composition C6H12.

Positions of all 18 atoms, in Å:
C -0.145242 -0.786963 1.707805
C -0.628923 -0.195477 0.427186
C -1.184877 -0.668942 -0.694648
C -1.388262 0.700018 -1.308164
C -0.749395 1.250073 0.003485
H 0.666652 -0.210899 2.167560
H -0.991571 -0.777969 2.399575
H 0.193165 -1.821817 1.588671
H -1.378737 -1.679191 -1.048513
H -2.435289 0.983812 -1.446515
H -0.833294 0.936629 -2.226648
H -1.428052 1.809712 0.650811
H 0.176127 1.827412 -0.129341
C 2.033796 -0.270495 -0.414272
H 2.131491 0.480307 0.379789
H 2.446397 0.122369 -1.341249
H 2.529199 -1.189272 -0.093288
H 0.986814 -0.509307 -0.622244

Atomic forces in eV per Å
C -0.12 -0.04 0.02
C -0.64 -0.09 0.13
C -0.18 -0.07 0.23
C -0.17 0.08 -0.13
C -0.10 0.15 0.15
H -0.18 -0.05 -0.20
H 0.12 -0.09 0.17
H -0.12 0.15 -0.02
H -0.04 0.18 0.04
H 0.09 0.04 -0.07
H -0.06 -0.14 0.20
H -0.02 0.17 -0.14
H -0.17 -0.26 0.08
C 0.19 -0.07 -0.21
H -0.11 -0.19 -0.27
H 0.40 -0.07 0.06
H 0.18 0.14 -0.19
H 0.94 0.17 0.13

Kohn-Sham gap   9.88 eV
Highest occupied orbital energy   -8.7581 eV
F_max   0.96 eV Å⁻¹
Structure (SMILES)   CC1=CCC1.C
LUMO level   0.0412 Ha

Mulliken atomic charges, in units of e: C -1.21; C 0.20; C -0.52; C -0.44; C -0.46; H 0.26; H 0.38; H 0.29; H 0.39; H 0.29; H 0.23; H 0.29; H 0.24; C -1.01; H 0.25; H 0.32; H 0.32; H 0.15

=====

# 7
The following is a DFT calculation (wB97M-V/def2-TZVPD) of C6H12 in the gas phase.

Positions of all 18 atoms, in Å:
C 0.796784 -1.250253 2.003504
C 1.108885 -0.068916 1.159415
C 0.497011 -0.693869 -1.082647
C -0.009128 0.724218 -0.807459
C -1.287418 1.126450 -1.534516
C -0.111861 0.709269 0.731149
H -0.182837 -1.735550 1.866222
H 0.773060 -0.791303 3.008685
H 1.592102 -2.002083 2.035336
H 1.380785 -0.767113 -0.380936
H -0.263834 -1.454851 -0.847681
H 0.902799 -0.868704 -2.080437
H 0.799980 1.411475 -1.084450
H -1.586480 2.151381 -1.280948
H -1.152132 1.076503 -2.622404
H -2.117193 0.460068 -1.269203
H -0.065481 1.718799 1.159363
H -1.075042 0.254481 1.027008

Atomic forces in eV per Å
C 0.01 -0.04 -0.08
C -0.24 0.22 0.59
C 0.07 -0.01 -0.09
C 0.11 -0.01 0.03
C 0.00 -0.04 0.03
C -0.03 0.01 0.09
H 0.05 0.13 -0.05
H 0.03 0.04 -0.08
H -0.08 0.17 -0.02
H -0.23 -0.44 -0.47
H 0.29 0.18 0.00
H -0.15 0.05 -0.07
H -0.12 -0.05 0.09
H 0.07 -0.19 -0.03
H 0.00 0.00 0.19
H 0.12 0.08 -0.03
H 0.01 -0.10 -0.07
H 0.08 0.00 -0.04

Kohn-Sham gap   8.62 eV
Highest occupied orbital energy   -7.9942 eV
F_max   0.68 eV Å⁻¹
LUMO level   0.0231 Ha

Mulliken atomic charges, in units of e: C -1.01; C -0.20; C -1.11; C 0.62; C -1.47; C -0.75; H 0.32; H 0.35; H 0.33; H 0.30; H 0.29; H 0.40; H 0.22; H 0.35; H 0.38; H 0.34; H 0.39; H 0.27

=====

# 8
The following is a DFT calculation (wB97M-V/def2-TZVPD) of C6H12 in the gas phase.

Positions of all 18 atoms, in Å:
C 1.757908 -0.696684 -0.692450
C 0.658886 0.299823 -0.290152
C 0.923144 1.205083 0.927966
C -0.567967 -0.486190 0.102059
C -1.847470 0.193928 0.466815
C -1.779810 -0.747172 -0.721493
H 1.350956 -1.396010 -1.435850
H 2.650859 -0.235142 -1.127970
H 2.071478 -1.298756 0.171061
H 0.425704 0.922834 -1.165754
H -0.045255 1.331583 1.414494
H 1.581902 0.721728 1.657231
H 1.293049 2.207972 0.698429
H -0.331427 -1.304819 0.784923
H -2.252620 0.040074 1.465252
H -1.901721 1.242935 0.176923
H -1.891913 -0.217543 -1.662640
H -2.095703 -1.783643 -0.768843

Atomic forces in eV per Å
C 0.02 0.04 0.03
C -0.12 0.05 0.00
C 0.23 0.04 0.02
C 0.02 -0.11 0.09
C 0.09 0.18 0.17
C 0.01 -0.18 -0.25
H 0.11 0.17 0.11
H -0.16 0.07 0.15
H -0.04 0.16 -0.10
H -0.07 -0.06 0.16
H 0.29 0.28 0.16
H 0.05 0.10 -0.13
H 0.25 -0.23 -0.09
H -0.01 0.04 -0.14
H -0.30 -0.46 -0.44
H -0.06 -0.18 -0.04
H 0.19 -0.15 -0.01
H -0.51 0.25 0.31

Kohn-Sham gap   11.33 eV
Highest occupied orbital energy   -10.0638 eV
F_max   0.71 eV Å⁻¹
Structure (SMILES)   CC(C)C1CC1
LUMO level   0.0466 Ha

Mulliken atomic charges, in units of e: C -1.51; C 0.70; C -1.28; C -0.28; C -0.76; C -0.60; H 0.35; H 0.37; H 0.35; H 0.22; H 0.35; H 0.32; H 0.33; H 0.34; H 0.31; H 0.29; H 0.24; H 0.26